Record 1
The molecule C4H6N2O at a distorted geometry, computed with ωB97M-V with the def2-TZVPD basis set.

Properties
SMILES: C1=NN=COCC1
Energy above the lowest of the compared OMol25 structures with the same formula, charge and spin: 130.3 kcal/mol
Gap between HOMO and LUMO: 0.3657 Ha
Maximum force: 0.1472 Eh/bohr
LUMO energy: 0.505 eV

Positions of all 13 atoms, in Å:
C1 -0.29971 -1.07289 1.09572
N1 -0.48304 0.09620 1.60806
N2 -0.04218 1.21636 1.01513
C2 0.20503 1.35606 -0.16895
O1 -0.13304 0.61306 -1.33083
C3 0.07002 -0.64698 -1.57442
C4 0.45019 -1.29274 -0.10901
H1 -0.53692 -1.97897 1.61337
H2 0.09922 2.62905 -0.41231
H3 1.12419 -0.62341 -2.36507
H4 -0.78732 -1.13408 -1.96515
H5 0.92571 -2.29073 -0.20572
H6 1.36274 -0.75501 0.15912


Record 2
A structure of composition C25H48Br14N2O4P at a distorted geometry, computed with ωB97M-V with the def2-TZVPD basis set.

Properties
Gap between HOMO and LUMO: 0.2414 Ha
Net charge: -1
Maximum force: 0.1571 Eh/bohr
LUMO energy: 1.417 eV

Positions of all 94 atoms, in Å:
C1 1.56139 -2.99213 2.82631
C2 1.40920 -1.61598 3.76481
N1 1.42066 -0.34636 2.94385
C3 0.10086 -0.17541 2.15717
C4 0.55340 0.02912 0.60682
P1 -0.78622 0.31233 -0.73307
N2 -1.77643 1.51809 0.13535
C5 -1.72309 -1.28204 -0.15093
C6 -2.86919 -1.14504 0.96731
C7 -4.42514 -0.92910 0.39763
C8 -4.97665 0.56431 0.80439
C9 -5.42033 -2.00828 1.19995
C10 -2.00707 0.48431 -2.17383
Br1 -1.74978 -0.90075 -3.66802
C11 -2.22797 1.81204 -3.01694
C12 -2.10016 3.30450 -2.43142
Br2 -1.17203 1.80742 -4.77697
O1 0.26111 1.69066 -1.13684
C13 1.42290 1.35873 -2.02949
C14 1.90382 2.43469 -3.14913
C15 1.44787 -0.27433 -2.33396
C16 2.95302 -0.64382 -1.69529
C17 1.75917 -0.66287 -3.89061
C18 1.45685 -2.13006 -4.43386
C19 1.13758 -3.35161 -3.42509
O2 2.34186 -3.96393 -2.76936
O3 0.24775 -0.78957 -1.67012
C20 1.74458 0.88457 3.75566
C21 2.89622 1.90834 3.10629
O4 1.19624 1.14810 4.96192
H1 2.32051 -2.80422 1.95498
H2 0.49239 -3.10712 2.30713
H3 1.76615 -3.95237 3.46239
H4 0.44196 -1.68153 4.45874
H5 2.33382 -1.62210 4.48448
H6 -0.39765 0.78909 2.65377
H7 -0.49592 -1.16660 2.38756
H8 1.37366 0.89599 0.66717
H9 1.07336 -1.00802 0.31737
H10 -1.21448 2.41789 0.02309
H11 -1.84383 1.41384 1.15234
H12 -0.87046 -1.98849 0.29994
H13 -2.17940 -1.91665 -1.02765
H14 -2.67676 -0.42873 1.87215
H15 -2.93516 -2.22603 1.48239
H16 -4.47908 -1.17527 -0.75123
H17 -6.16182 0.46927 0.88554
H18 -4.62497 1.39033 0.05417
H19 -4.60728 0.82474 1.89575
H20 -5.15367 -3.13131 0.89515
H21 -5.07772 -1.92316 2.34047
H22 -6.55624 -1.75367 1.08962
H23 -3.07422 0.16808 -1.73722
H24 -3.35373 1.74713 -3.43654
H25 -2.56216 4.06188 -3.22187
H26 -2.81582 3.38870 -1.47994
H27 -1.01146 3.68978 -2.21969
H28 2.29260 1.47720 -1.21699
H29 0.99764 3.18130 -3.36714
H30 2.73070 3.13493 -2.64561
H31 2.40218 2.01182 -4.11439
H32 3.74074 0.13909 -2.13629
H33 3.01145 -0.52988 -0.53865
H34 3.34391 -1.69472 -2.01898
H35 2.91766 -0.43016 -4.06844
H36 1.20623 0.12128 -4.60169
H37 0.54321 -2.06266 -5.20120
H38 2.37629 -2.47370 -5.11504
H39 0.72879 -4.24245 -4.11233
H40 0.28232 -3.18366 -2.63819
H41 2.26991 -3.63353 -1.80567
H42 3.85663 1.97536 3.77774
H43 2.39134 2.94802 2.90196
H44 3.24264 1.47412 2.06217
C22 5.93894 4.12912 -3.07218
Br3 4.61180 5.47888 -3.52056
Br4 6.58991 4.33115 -1.25021
Br5 5.28383 2.32914 -3.41152
H45 6.79434 4.28871 -3.73691
C23 2.87219 -7.58420 -1.75408
Br6 1.73368 -7.82791 -0.19568
Br7 4.54514 -8.56298 -1.58856
Br8 1.94046 -8.01718 -3.40595
H46 3.12736 -6.52035 -1.80028
C24 -1.03446 4.09109 3.13602
Br9 -0.97096 3.24377 4.88594
Br10 0.36046 3.42204 1.95673
Br11 -2.79739 3.94805 2.32614
H47 -0.83883 5.15742 3.28992
C25 -3.72781 2.61102 7.60029
Br12 -4.86632 2.36732 9.15870
Br13 -2.05486 1.63224 7.76582
Br14 -4.65954 2.17805 5.94843
H48 -3.47264 3.67488 7.55410


Record 3
The ion C3H9N2S with charge +1 at a distorted geometry, computed with ωB97M-V with the def2-TZVPD basis set.

Properties
SMILES: [H]/N=C/[C@@H]([NH3+])SC
Energy above the lowest of the compared OMol25 structures with the same formula, charge and spin: 56.8 kcal/mol
Gap between HOMO and LUMO: 0.3344 Ha
Net charge: +1
Maximum force: 0.0732 Eh/bohr
LUMO energy: -3.855 eV

Positions of all 15 atoms, in Å:
H1 0.03615 2.22867 -2.16347
N1 -0.19946 1.54219 -1.47013
C1 0.13999 0.36694 -1.48374
C2 -0.35883 -0.34984 -0.15706
N2 -0.89888 -1.68024 -0.62366
S1 1.09739 -0.41462 1.05201
C3 0.94731 0.96369 2.14733
H2 0.64936 -0.40286 -2.08940
H3 -1.20248 0.37217 0.04892
H4 -0.14125 -2.30112 -1.02708
H5 -1.62019 -1.49493 -1.37932
H6 -1.19189 -2.31341 0.06621
H7 0.06356 0.67188 2.75913
H8 0.79963 1.90314 1.60353
H9 1.87957 0.90835 2.71672